Below is C4H8O2 as an isolated structure, with properties calculated with the ωB97M-V functional and the def2-TZVPD basis.

Output
**Total charge**: 0
**Orbital gap**: 0.364 Ha
**E_HOMO**: -0.339 Ha
**Energy relative to the best compared isomer or geometry (same formula, charge and spin)**: 109.0 kcal/mol

Geometry as XYZ:
```
14
Properties=species:S:1:pos:R:3:lowdin_charge:R:1
C 1.011 -0.005 -1.391 -0.053
C 0.353 -0.414 -0.078 -0.485
O 1.327 -0.800 0.881 -0.029
C -0.418 0.727 0.524 -0.056
C -1.511 0.538 1.364 -0.442
O -2.211 1.114 2.144 0.061
H 1.588 -0.839 -1.809 0.081
H 0.261 0.288 -2.132 0.085
H 1.693 0.836 -1.230 0.088
H -0.329 -1.262 -0.268 0.132
H 2.010 -1.311 0.428 0.090
H -1.865 0.047 0.081 0.214
H 0.142 1.653 0.657 0.132
H -2.053 -0.574 0.829 0.181
```

***

Below is C15H24N6V as an isolated structure, with properties calculated with the ωB97M-V functional and the def2-TZVPD basis.

Output
**Spin multiplicity**: 2
**Total charge**: +2
**Orbital gap (spin up / spin down)**: 0.296 / 0.273 Ha
**E_HOMO (spin up / spin down)**: -0.497 / -0.477 Ha
**Energy relative to the best compared isomer or geometry (same formula, charge and spin)**: 0.0 kcal/mol

Geometry as XYZ:
```
46
Properties=species:S:1:pos:R:3:lowdin_charge:R:1
V 0.273 -0.177 -0.011 0.867
C -1.736 -1.939 -1.380 -0.164
C -1.858 -0.555 -1.990 -0.178
N -0.530 0.094 -2.046 -0.131
C -0.601 1.529 -2.399 -0.105
C -0.761 2.359 -1.145 -0.228
C -0.848 3.739 -1.128 0.021
C -1.014 4.368 0.100 0.006
C -1.113 3.614 1.266 0.022
C -1.026 2.240 1.166 -0.227
C -1.234 1.268 2.300 -0.095
N -0.521 -0.013 2.047 -0.121
C -1.348 -1.216 2.308 -0.166
C -2.099 -1.592 1.045 -0.173
N -1.128 -1.866 -0.035 -0.132
N -0.821 1.645 -0.017 0.037
H -2.722 -2.412 -1.351 0.138
H -1.096 -2.558 -2.011 0.134
H -2.308 -0.633 -2.984 0.141
H -2.513 0.077 -1.387 0.123
H 0.029 -0.378 -2.751 0.142
H 0.307 1.816 -2.931 0.142
H -1.440 1.731 -3.074 0.143
H -0.787 4.312 -2.043 0.134
H -1.073 5.447 0.150 0.131
H -1.262 4.094 2.223 0.132
H -0.950 1.700 3.259 0.143
H -2.307 1.066 2.353 0.141
H 0.279 -0.043 2.674 0.136
H -0.682 -2.032 2.597 0.133
H -2.047 -1.058 3.133 0.136
H -2.757 -2.445 1.229 0.142
H -2.729 -0.758 0.725 0.125
H -0.687 -2.760 0.160 0.123
C 2.749 -3.334 -0.012 0.026
C 3.117 -1.896 -0.003 -0.350
N 2.288 -0.859 0.010 -0.031
C 3.078 0.286 0.009 -0.126
C 4.383 -0.070 -0.001 -0.037
N 4.383 -1.445 -0.005 0.139
H 1.671 -3.439 -0.097 0.068
H 3.079 -3.824 0.905 0.102
H 3.215 -3.848 -0.852 0.102
H 2.653 1.281 0.017 0.113
H 5.288 0.511 -0.007 0.134
H 5.206 -2.028 -0.014 0.184
```

***

Below is an isolated ion of composition C6H11NO and charge +1 at a distorted geometry, with properties calculated with the ωB97M-V functional and the def2-TZVPD basis.

Output
**Spin multiplicity**: 2
**Total charge**: +1
**Orbital gap (spin up / spin down)**: 0.355 / 0.208 Ha
**E_HOMO (spin up / spin down)**: -0.504 / -0.503 Ha
**Energy relative to the best compared isomer or geometry (same formula, charge and spin)**: 48.3 kcal/mol

Geometry as XYZ:
```
19
Properties=species:S:1:pos:R:3:lowdin_charge:R:1
C 2.052 0.806 1.498 0.001
N 0.922 0.064 0.993 0.080
C 0.341 0.409 -0.232 -0.266
C -1.020 -0.263 -0.470 -0.140
C -1.929 -0.182 0.741 -0.182
C -2.876 -1.068 0.949 0.033
C 1.266 0.033 -1.481 -0.127
O 0.886 0.203 -2.577 0.203
H 2.965 0.465 1.006 0.117
H 1.930 1.864 1.259 0.115
H 2.085 0.689 2.574 0.115
H 0.927 -0.922 1.246 0.185
H 0.251 1.499 -0.278 0.177
H -1.516 0.237 -1.297 0.138
H -0.848 -1.298 -0.755 0.130
H -1.745 0.665 1.401 0.109
H -3.035 -1.896 0.268 0.076
H -3.567 -1.041 1.790 0.076
H 2.272 -0.389 -1.261 0.160
```

***

Below is a single C2H2N4O2 molecule at a distorted geometry, with properties calculated with the ωB97M-V functional and the def2-TZVPD basis.

Output
**Total charge**: 0
**Orbital gap**: 0.287 Ha
**E_HOMO**: -0.334 Ha
**Energy relative to the best compared isomer or geometry (same formula, charge and spin)**: 174.5 kcal/mol

Geometry as XYZ:
```
10
Properties=species:S:1:pos:R:3:lowdin_charge:R:1
O 2.711 -0.373 0.156 -0.002
N 1.687 0.515 -0.009 0.028
C 0.431 0.299 -0.129 -0.502
N -0.462 1.341 -0.005 0.156
C -1.628 0.948 -0.010 -0.177
N -2.096 -0.390 0.301 0.058
N -1.419 -1.331 -0.087 0.154
O 0.048 -0.946 -0.187 0.019
H 3.448 0.200 -0.030 0.090
H -2.298 1.931 -0.294 0.178
```

***

Below is a single C5H2ClN molecule at a distorted geometry, with properties calculated with the ωB97M-V functional and the def2-TZVPD basis.

Output
**Total charge**: 0
**Orbital gap**: 0.313 Ha
**E_HOMO**: -0.340 Ha
**Energy relative to the best compared isomer or geometry (same formula, charge and spin)**: 51.2 kcal/mol

Geometry as XYZ:
```
9
Properties=species:S:1:pos:R:3:lowdin_charge:R:1
C -0.010 0.203 0.041 0.004
C -1.284 0.180 -0.071 -0.168
C -2.661 0.574 0.127 -0.631
Cl -3.640 1.966 0.005 0.703
C -2.743 -0.770 -0.051 -0.039
C -3.191 -2.037 0.087 -0.217
N -3.601 -3.099 -0.017 0.175
H 0.464 1.212 0.412 0.115
H 0.569 -0.640 -0.276 0.057
```

***

Below is a 2-piece molecular cluster, CHN4S overall at a distorted geometry, with properties calculated with the ωB97M-V functional and the def2-TZVPD basis.

Output
**Total charge**: -1
**Orbital gap (spin up / spin down)**: 0.208 / 0.208 Ha
**E_HOMO (spin up / spin down)**: -0.077 / -0.077 Ha
**Energy relative to the best compared isomer or geometry (same formula, charge and spin)**: 95.9 kcal/mol

Geometry as XYZ:
```
7
Properties=species:S:1:pos:R:3:lowdin_charge:R:1
C 1.358 0.221 0.160 -0.225
N 1.562 -0.970 0.076 -0.423
N -0.904 0.553 -0.676 0.106
N 1.726 -2.022 0.567 -0.045
N -1.971 0.702 -0.276 -0.749
S -3.041 0.728 0.849 0.430
H 1.269 0.789 -0.699 -0.095
```

***

Below is a single C24H23N3O5 molecule at a distorted geometry, with properties calculated with the ωB97M-V functional and the def2-TZVPD basis.

Output
**Total charge**: 0
**Orbital gap**: 0.314 Ha
**E_HOMO**: -0.296 Ha
**Energy relative to the best compared isomer or geometry (same formula, charge and spin)**: 0.0 kcal/mol

Geometry as XYZ:
```
55
Properties=species:S:1:pos:R:3:lowdin_charge:R:1
C -6.498 0.927 0.929 -0.064
C -5.724 2.022 1.657 -0.249
O -4.893 1.513 2.681 -0.055
C -3.728 0.886 2.361 -0.274
C -3.044 0.312 3.435 0.001
C -1.843 -0.331 3.240 -0.029
C -1.288 -0.420 1.964 -0.243
N -0.053 -1.076 1.833 0.145
C 0.689 -1.267 0.715 -0.436
O 0.364 -0.943 -0.405 0.102
C 2.013 -1.977 0.991 -0.021
C 3.031 -1.617 -0.096 -0.156
C 2.500 -2.024 -1.476 -0.387
O 2.169 -3.133 -1.802 0.124
N 2.562 -0.903 -2.255 0.123
C 2.104 -0.824 -3.593 -0.171
C 0.930 -1.471 -3.955 -0.001
C 0.493 -1.401 -5.265 -0.076
C 1.213 -0.684 -6.206 -0.094
C 2.377 -0.032 -5.834 -0.079
C 2.831 -0.103 -4.529 -0.008
C 3.004 0.215 -1.530 -0.436
O 3.158 1.329 -1.955 0.122
N 3.276 -0.213 -0.268 0.008
C 3.728 0.686 0.768 -0.038
C 2.647 1.067 1.730 -0.270
C 2.512 0.853 3.073 -0.038
C 1.288 1.460 3.448 -0.066
C 0.774 1.992 2.306 -0.117
O 1.588 1.759 1.269 0.073
C -1.962 0.150 0.894 -0.003
C -3.170 0.796 1.091 -0.010
H -7.093 0.362 1.641 0.079
H -5.821 0.241 0.426 0.067
H -7.159 1.374 0.191 0.077
H -6.420 2.683 2.180 0.122
H -5.142 2.626 0.950 0.115
H -3.479 0.387 4.419 0.119
H -1.327 -0.769 4.082 0.113
H 0.330 -1.407 2.708 0.143
H 1.837 -3.054 0.930 0.137
H 2.400 -1.731 1.980 0.111
H 3.969 -2.155 0.105 0.170
H 0.371 -2.014 -3.211 0.115
H -0.419 -1.905 -5.551 0.103
H 0.867 -0.630 -7.227 0.099
H 2.939 0.532 -6.564 0.102
H 3.734 0.407 -4.233 0.113
H 4.557 0.228 1.316 0.141
H 4.080 1.583 0.246 0.141
H 3.202 0.343 3.715 0.110
H 0.858 1.497 4.427 0.103
H -0.132 2.529 2.113 0.130
H -1.542 0.092 -0.095 0.106
H -3.660 1.229 0.233 0.108
```

***

Below is C20H14F3N2O3S as an isolated structure at a distorted geometry, with properties calculated with the ωB97M-V functional and the def2-TZVPD basis.

Output
**Total charge**: -1
**Orbital gap**: 0.115 Ha
**E_HOMO**: -0.121 Ha

Geometry as XYZ:
```
43
Properties=species:S:1:pos:R:3:lowdin_charge:R:1
F -0.652 3.684 -2.434 0.019
C -0.973 2.400 -2.175 -0.665
F -2.286 2.274 -2.168 0.109
F -0.333 1.630 -3.081 0.087
S -0.207 2.640 -0.196 1.104
N -2.034 -0.122 -2.324 0.200
C -1.168 -1.152 -2.248 -0.491
O 0.058 -1.246 -2.167 0.076
C -2.150 -2.312 -2.274 -0.101
C -3.376 -1.662 -1.816 0.108
C -3.244 -0.267 -1.571 -0.467
O -3.905 0.555 -0.933 0.051
H -2.210 -2.610 -3.325 0.133
H -1.720 -3.093 -1.656 0.118
H -4.322 -2.100 -1.752 0.100
H -0.570 0.652 -0.564 0.085
C -0.045 -3.264 2.026 -0.108
C 1.052 -2.449 1.693 -0.073
C 0.844 -1.122 1.283 -0.018
C -0.443 -0.602 1.150 -0.117
C -0.670 0.894 0.523 -0.402
C 0.395 1.814 1.279 -0.795
O 0.005 2.522 2.237 -0.047
C 1.812 1.699 0.783 -0.291
C 2.153 1.286 -0.505 -0.079
C 3.489 0.942 -0.744 -0.066
C 4.450 1.206 0.258 -0.110
C 4.082 1.781 1.472 -0.089
C 2.734 2.045 1.735 -0.027
C -1.992 1.266 1.168 -0.236
N -2.945 1.424 1.843 0.182
C -1.535 -1.383 1.555 -0.046
C -1.340 -2.716 1.969 -0.089
H 0.114 -4.300 2.323 0.088
H 2.070 -2.832 1.762 0.097
H 1.705 -0.511 1.101 0.090
H 1.411 1.244 -1.326 0.091
H 3.772 0.522 -1.696 0.095
H 5.509 0.994 0.055 0.091
H 4.815 2.050 2.214 0.089
H 2.386 2.516 2.655 0.121
H -2.537 -0.975 1.613 0.091
H -2.201 -3.322 2.259 0.092
```